# 1
Below is C30H48BeBrN3P2 as an isolated structure, with properties calculated with ωB97M-V with the def2-TZVPD basis set.

Output
Max |F| = 3.061 eV Å⁻¹
Net charge = +2
HOMO-LUMO gap (alpha / beta) = 5.0 / 5.5 eV
E_tot = -4607.1497 Ha
Lowest unoccupied orbital energy (alpha / beta) = -8.0230 / -7.7559 eV

Structure (XYZ):
```
85
Properties=species:S:1:pos:R:3:lowdin_charge:R:1
N -6.811 5.209 -5.303 0.08
C -6.621 5.772 -4.107 -0.11
C -5.795 5.200 -3.130 0.01
C -5.121 3.990 -3.416 -0.20
C -5.378 3.394 -4.676 0.00
C -6.214 4.054 -5.589 -0.11
C -4.171 3.383 -2.489 0.03
Be 0.067 -0.127 1.065 -0.23
P 5.518 -0.962 0.300 1.16
C -3.278 2.440 -2.890 0.00
C -2.380 1.805 -1.989 -0.19
C -1.167 1.276 -2.479 0.02
C -0.202 0.861 -1.564 -0.12
C -0.541 0.867 -0.228 -0.27
C -1.725 1.379 0.287 -0.07
C -2.690 1.816 -0.618 0.01
Br 2.154 0.072 0.361 0.55
H -4.160 3.796 -1.474 0.13
H -3.148 2.226 -3.951 0.12
H -5.669 5.709 -2.176 0.12
H -4.938 2.438 -4.955 0.11
H -7.139 6.713 -3.913 0.12
H -6.395 3.623 -6.576 0.12
H -0.979 1.268 -3.553 0.13
H -3.648 2.196 -0.266 0.12
H 0.784 0.539 -1.905 0.07
H -1.931 1.447 1.355 0.10
P -0.456 -2.100 0.258 1.00
C 5.312 0.831 0.518 -0.42
C 6.489 1.646 -0.027 -0.13
H 5.182 1.005 1.597 0.10
H 4.377 1.095 0.001 -0.01
H 6.370 2.692 0.272 0.09
H 7.443 1.282 0.370 0.08
H 6.529 1.609 -1.120 0.08
C 4.872 -1.413 -1.339 -0.38
C 5.714 -2.530 -1.975 -0.14
H 4.906 -0.502 -1.955 0.10
H 3.824 -1.708 -1.196 0.04
H 5.450 -2.640 -3.032 0.08
H 6.784 -2.303 -1.915 0.07
H 5.543 -3.494 -1.483 0.08
C 4.587 -1.891 1.552 -0.41
C 5.448 -2.173 2.789 -0.14
H 4.258 -2.829 1.076 0.10
H 3.705 -1.274 1.785 0.00
H 4.942 -2.900 3.429 0.08
H 6.425 -2.583 2.506 0.07
H 5.615 -1.261 3.371 0.08
C -0.280 -3.407 1.548 -0.39
C -1.314 -4.532 1.538 -0.13
H -0.260 -2.900 2.525 0.06
H 0.731 -3.818 1.401 0.08
H -2.299 -4.196 1.891 0.07
H -1.430 -4.977 0.540 0.08
H -0.977 -5.324 2.218 0.09
C 0.691 -2.715 -1.052 -0.38
C 0.226 -2.580 -2.496 -0.13
H 0.923 -3.763 -0.805 0.09
H 1.610 -2.128 -0.897 -0.01
H -0.636 -3.223 -2.706 0.08
H -0.034 -1.545 -2.749 0.05
H 1.040 -2.888 -3.163 0.08
C -2.102 -2.262 -0.548 -0.36
C -3.345 -1.891 0.254 -0.13
H -2.181 -3.296 -0.922 0.09
H -2.052 -1.608 -1.434 0.08
H -4.215 -1.892 -0.417 0.09
H -3.559 -2.604 1.061 0.07
H -3.276 -0.883 0.680 0.04
C 0.607 2.749 5.262 0.00
C 0.069 1.639 4.450 -0.27
C -0.993 0.770 4.707 0.05
C -1.160 -0.026 3.574 -0.29
N -0.215 0.316 2.657 -0.02
N 0.524 1.325 3.233 0.09
C -2.222 -1.019 3.349 -0.01
H -0.180 3.490 5.448 0.10
H 0.947 2.377 6.235 0.10
H 1.446 3.243 4.766 0.09
H -1.604 0.734 5.595 0.13
H 1.314 1.738 2.737 0.15
H -1.879 -1.872 2.748 0.04
H -2.562 -1.405 4.321 0.11
H -3.094 -0.569 2.848 0.09
```


# 2
Below is a 2-piece molecular cluster, C19H32N6O4 overall, with properties calculated with ωB97M-V with the def2-TZVPD basis set.

Output
Max |F| = 3.126 eV Å⁻¹
Net charge = 0
SMILES string = CC(C)Cn1c(=O)n(C)c(=O)c2nc[nH]c21.CNC(=O)[C@@H](CC(C)C)NC(C)=O
HOMO-LUMO gap = 9.0 eV
E_tot = -1372.7611 Ha
Lowest unoccupied orbital energy = 0.4524 eV

Structure (XYZ):
```
61
Properties=species:S:1:pos:R:3:nbo_charge:R:1
C 2.144 3.111 5.745 -0.62
C 0.785 2.438 6.001 -0.23
C 0.245 2.902 7.357 -0.60
C -0.229 2.798 4.896 -0.20
N -0.134 2.124 3.581 -0.43
C -1.085 2.502 2.619 0.80
O -1.782 3.486 2.834 -0.64
N -1.304 1.797 1.445 -0.44
C -2.305 2.235 0.455 -0.41
C -0.512 0.685 1.200 0.66
O -0.699 0.064 0.162 -0.61
C 0.534 0.272 2.158 -0.07
N 1.466 -0.775 2.121 -0.37
C 2.180 -0.674 3.209 0.16
N 1.741 0.402 3.950 -0.55
C 0.686 1.010 3.306 0.33
H 2.048 4.201 5.793 0.22
H 2.533 2.849 4.757 0.21
H 2.872 2.794 6.498 0.21
H 0.896 1.354 6.072 0.19
H -0.701 2.400 7.587 0.21
H 0.958 2.665 8.154 0.22
H 0.073 3.983 7.356 0.21
H -0.172 3.882 4.740 0.22
H -1.230 2.583 5.287 0.21
H -1.826 2.855 -0.309 0.21
H -2.779 1.378 -0.036 0.23
H -3.112 2.814 0.916 0.24
H 2.997 -1.338 3.478 0.22
H 2.158 0.712 4.823 0.42
C 0.837 -5.210 -2.754 -0.41
N 0.048 -4.001 -2.973 -0.62
C 0.097 -2.917 -2.191 0.66
O 0.796 -2.894 -1.181 -0.63
C -0.779 -1.693 -2.535 -0.14
C 0.031 -0.413 -2.853 -0.39
C 0.614 -0.205 -4.264 -0.22
C 1.317 1.156 -4.310 -0.59
C 1.653 -1.251 -4.666 -0.62
N -1.949 -1.844 -3.428 -0.61
C -2.057 -2.385 -4.643 0.68
C -3.434 -2.344 -5.264 -0.71
O -1.142 -2.916 -5.254 -0.66
H 1.900 -4.965 -2.799 0.20
H 0.604 -5.952 -3.518 0.20
H 0.614 -5.618 -1.766 0.21
H -0.478 -3.916 -3.835 0.42
H -1.233 -1.492 -1.568 0.26
H -0.628 0.432 -2.651 0.20
H 0.847 -0.347 -2.132 0.24
H -0.193 -0.199 -4.996 0.19
H 0.602 1.947 -4.082 0.20
H 2.127 1.183 -3.580 0.20
H 1.725 1.330 -5.305 0.21
H 2.458 -1.278 -3.931 0.20
H 2.062 -1.011 -5.647 0.20
H 1.197 -2.234 -4.724 0.23
H -2.803 -1.457 -3.060 0.40
H -4.122 -2.929 -4.656 0.23
H -3.773 -1.312 -5.327 0.22
H -3.382 -2.772 -6.264 0.24
```


> Which of these has the highest net charge?

C30H48BeBrN3P2


> Among the records above, which one has the lowest max |F|?

C30H48BeBrN3P2


> Which value of E_tot does entry 2 give?

-1372.7611 Ha